1.
A 10-piece molecular cluster, C10H37N18O12 overall. Source: the OMol25 dataset; level of theory: ωB97M-V/def2-TZVPD.

Results
Gap between HOMO and LUMO in eV: 6.0
Multiplicity: 1
Charge: -1
Maximum force in hartree/bohr: 0.1821
ΔE to the lowest compared entry with this formula, charge and spin in kcal/mol: 193.6
HOMO energy in eV: -4.276
LUMO level in eV: 1.742

Last column: Löwdin charge in e.
CARTESIAN COORDINATES (ANGSTROEM)
O 0.166 1.082 -0.551  0.045
C -0.784 0.217 -0.210  -0.992
O -0.939 -0.704 -0.987  -0.065
O -1.379 0.340 0.862  -0.068
H 0.193 1.498 0.314  0.081
C 2.011 -6.846 2.674  -0.783
O 2.828 -7.710 2.891  0.035
N 1.906 -5.766 3.434  0.153
N 1.207 -6.735 1.641  0.147
H 1.216 -5.207 2.954  0.098
H 2.125 -5.709 4.418  0.118
H 1.415 -7.502 1.017  0.116
H 0.956 -5.837 1.253  0.116
C -6.068 0.933 -6.037  -0.797
O -6.877 1.147 -5.168  0.036
N -6.426 1.124 -7.282  0.139
N -4.826 0.533 -5.918  0.172
H -5.768 1.200 -8.044  0.100
H -7.393 1.075 -7.570  0.114
H -4.437 0.536 -4.985  0.126
H -4.285 0.327 -6.746  0.110
C -4.923 5.812 -1.546  -0.803
O -4.433 6.613 -0.734  0.004
N -5.462 4.769 -1.151  0.158
N -5.182 5.908 -2.825  0.153
H -5.410 4.554 -0.165  0.141
H -5.813 4.083 -1.804  0.124
H -5.905 5.282 -3.150  0.107
H -4.839 6.674 -3.388  0.117
C -4.093 -6.091 -3.739  -0.749
O -4.761 -7.032 -4.128  0.022
N -2.819 -5.914 -4.136  0.129
N -4.509 -5.069 -3.016  0.164
H -2.668 -6.179 -5.098  0.109
H -2.369 -5.075 -3.799  0.093
H -5.510 -4.968 -2.931  0.124
H -3.781 -4.381 -2.884  0.109
C 5.730 0.701 4.508  -0.862
O 5.513 1.047 5.633  0.040
N 5.640 1.423 3.468  0.180
N 6.129 -0.498 4.287  0.160
H 5.891 1.120 2.538  0.121
H 5.167 2.311 3.561  0.131
H 6.082 -1.305 4.892  0.123
H 6.549 -0.661 3.384  0.107
C 0.460 6.093 4.852  -0.795
O 1.162 6.177 3.875  0.044
N -0.856 6.242 4.896  0.158
N 0.939 5.886 6.042  0.149
H -1.302 6.005 5.770  0.102
H -1.274 6.574 4.039  0.123
H 0.197 5.806 6.722  0.095
H 1.747 5.286 6.124  0.123
C 5.477 -3.314 -2.154  -0.830
O 5.732 -2.338 -1.501  0.063
N 4.313 -3.672 -2.547  0.154
N 6.238 -4.273 -2.554  0.136
H 4.280 -4.656 -2.771  0.109
H 3.454 -3.188 -2.325  0.132
H 7.204 -4.107 -2.314  0.118
H 6.078 -4.872 -3.352  0.117
C 2.784 4.064 -5.762  -0.864
O 2.774 4.204 -6.925  0.073
N 1.704 4.145 -4.980  0.154
N 3.830 4.119 -5.082  0.166
H 1.603 3.692 -4.083  0.112
H 0.892 4.332 -5.551  0.108
H 3.850 4.194 -4.075  0.124
H 4.703 4.269 -5.568  0.127
C -1.137 -1.292 8.052  -0.764
O -2.263 -0.768 8.143  0.001
N -0.477 -1.224 6.908  0.144
N -0.441 -1.918 8.926  0.158
H 0.517 -1.394 6.867  0.101
H -0.905 -0.842 6.077  0.122
H -0.891 -2.276 9.756  0.124
H 0.542 -2.076 8.757  0.113

2.
A 11-piece molecular cluster, C44H66O33 overall. Source: the OMol25 dataset; level of theory: ωB97M-V/def2-TZVPD.

Results
Gap between HOMO and LUMO in eV: 10.6
SMILES: C[C@H]1COC(=O)O1.C[C@H]1COC(=O)O1.C[C@H]1COC(=O)O1.C[C@H]1COC(=O)O1.C[C@H]1COC(=O)O1.C[C@H]1COC(=O)O1.C[C@H]1COC(=O)O1.C[C@H]1COC(=O)O1.C[C@H]1COC(=O)O1.C[C@H]1COC(=O)O1.C[C@H]1COC(=O)O1
Multiplicity: 1
Maximum force in hartree/bohr: 0.0261
ΔE to the lowest compared entry with this formula, charge and spin in kcal/mol: 15.5
HOMO energy in eV: -10.717
LUMO level in eV: -0.159

Last column: Löwdin charge in e.
CARTESIAN COORDINATES (ANGSTROEM)
C -1.320 3.108 6.996  -0.008
C -2.152 3.354 5.762  -0.301
C -1.431 3.971 4.548  -0.076
O -1.574 2.991 3.513  0.051
C -2.301 1.947 3.966  -0.546
O -2.567 0.992 3.303  0.139
O -2.624 2.098 5.256  0.102
H -0.966 4.050 7.413  0.093
H -0.450 2.515 6.703  0.077
H -1.906 2.524 7.701  0.093
H -3.017 3.999 5.942  0.152
H -0.358 4.100 4.724  0.127
H -1.833 4.928 4.223  0.131
C 1.382 3.440 1.559  0.009
C 2.112 2.301 2.240  -0.273
C 3.260 2.742 3.187  -0.050
O 2.837 2.290 4.473  0.080
C 1.677 1.625 4.396  -0.562
O 1.138 1.063 5.297  0.154
O 1.182 1.701 3.146  0.056
H 0.661 3.001 0.866  0.087
H 2.003 4.143 1.004  0.068
H 0.805 4.060 2.247  0.090
H 2.445 1.561 1.515  0.125
H 3.398 3.822 3.179  0.134
H 4.208 2.260 2.955  0.127
C -4.255 -0.636 1.013  -0.007
C -4.691 0.794 0.783  -0.297
C -4.858 1.205 -0.679  -0.094
O -6.157 1.782 -0.765  0.078
C -6.817 1.578 0.389  -0.563
O -7.951 1.862 0.601  0.159
O -6.006 0.999 1.314  0.088
H -4.529 -1.265 0.163  0.063
H -4.629 -1.027 1.956  0.095
H -3.166 -0.712 1.034  0.058
H -3.962 1.470 1.232  0.135
H -4.807 0.383 -1.390  0.099
H -4.071 1.894 -0.988  0.131
C -2.113 -2.461 3.560  -0.021
C -0.666 -2.815 3.806  -0.305
C 0.070 -1.851 4.759  -0.088
O 0.655 -2.712 5.720  0.071
C 0.303 -3.986 5.504  -0.575
O 0.623 -4.900 6.201  0.146
O -0.532 -4.087 4.449  0.095
H -2.187 -1.427 3.217  0.053
H -2.726 -2.563 4.456  0.100
H -2.534 -3.086 2.770  0.088
H -0.140 -2.850 2.849  0.131
H -0.609 -1.137 5.226  0.133
H 0.765 -1.266 4.160  0.109
C 4.227 -0.143 -4.296  -0.019
C 4.480 -0.171 -5.799  -0.322
C 3.657 0.810 -6.654  -0.086
O 4.638 1.604 -7.305  0.070
C 5.886 1.198 -6.979  -0.553
O 6.893 1.655 -7.399  0.175
O 5.823 0.176 -6.086  0.084
H 4.188 0.907 -3.990  0.088
H 5.069 -0.622 -3.803  0.079
H 3.253 -0.578 -4.081  0.085
H 4.284 -1.186 -6.158  0.148
H 2.978 1.460 -6.103  0.132
H 3.074 0.252 -7.387  0.131
C 5.096 6.052 -1.154  -0.007
C 3.757 5.375 -0.958  -0.313
C 2.735 5.575 -2.083  -0.072
O 2.203 4.261 -2.295  0.078
C 2.878 3.372 -1.552  -0.574
O 2.636 2.202 -1.491  0.138
O 3.935 3.947 -0.957  0.075
H 5.815 5.788 -0.383  0.090
H 4.965 7.124 -1.275  0.092
H 5.513 5.629 -2.073  0.099
H 3.276 5.642 -0.013  0.139
H 3.131 5.940 -3.030  0.138
H 1.941 6.248 -1.761  0.135
C 3.791 -3.890 5.902  -0.008
C 4.228 -3.185 4.640  -0.307
C 4.874 -4.032 3.540  -0.058
O 4.237 -3.521 2.352  0.062
C 3.181 -2.756 2.679  -0.562
O 2.436 -2.300 1.859  0.134
O 3.076 -2.604 4.008  0.086
H 3.097 -4.691 5.646  0.084
H 3.322 -3.160 6.555  0.095
H 4.676 -4.355 6.342  0.097
H 4.916 -2.370 4.892  0.155
H 4.616 -5.086 3.654  0.138
H 5.945 -3.886 3.461  0.134
C -6.083 -2.465 -1.806  -0.021
C -6.521 -3.553 -2.767  -0.304
C -5.571 -4.756 -2.846  -0.099
O -6.462 -5.853 -3.012  0.068
C -7.674 -5.500 -2.517  -0.565
O -8.588 -6.245 -2.375  0.171
O -7.685 -4.192 -2.202  0.088
H -5.823 -2.938 -0.856  0.087
H -6.879 -1.747 -1.629  0.098
H -5.150 -2.017 -2.157  0.070
H -6.710 -3.151 -3.764  0.140
H -4.923 -4.840 -1.972  0.137
H -4.940 -4.698 -3.734  0.120
C -3.938 -1.966 -5.466  -0.026
C -4.721 -1.841 -6.749  -0.310
C -6.184 -1.428 -6.489  -0.071
O -6.302 -0.149 -7.138  0.069
C -5.142 0.178 -7.740  -0.568
O -4.966 1.168 -8.373  0.165
O -4.208 -0.771 -7.526  0.089
H -4.248 -2.788 -4.817  0.066
H -3.999 -1.054 -4.867  0.081
H -2.866 -2.114 -5.623  0.093
H -4.672 -2.779 -7.305  0.152
H -6.363 -1.249 -5.429  0.121
H -6.941 -2.081 -6.913  0.132
C -0.248 -0.135 0.929  -0.004
C -0.302 0.235 -0.547  -0.287
C 0.257 -0.857 -1.467  -0.059
O -0.742 -0.942 -2.504  0.075
C -1.887 -0.387 -2.079  -0.546
O -2.954 -0.514 -2.593  0.140
O -1.662 0.363 -0.977  0.080
H 0.787 -0.055 1.259  0.063
H -0.533 -1.181 1.062  0.086
H -0.910 0.522 1.490  0.078
H 0.240 1.171 -0.695  0.135
H 0.354 -1.837 -1.001  0.140
H 1.170 -0.546 -1.968  0.114
C 3.521 -0.605 -0.521  -0.037
C 4.791 -0.381 0.260  -0.272
C 6.080 -0.704 -0.517  -0.071
O 6.727 0.556 -0.668  0.079
C 6.111 1.488 0.084  -0.570
O 6.535 2.581 0.297  0.155
O 4.947 1.020 0.568  0.066
H 3.283 -1.668 -0.548  0.095
H 3.532 -0.206 -1.534  0.061
H 2.699 -0.104 -0.007  0.056
H 4.785 -0.899 1.216  0.138
H 5.904 -1.195 -1.471  0.123
H 6.733 -1.343 0.083  0.133

3.
C15H33MgNO8S3 as an isolated structure. Source: the OMol25 dataset; level of theory: ωB97M-V/def2-TZVPD.

Results
Gap between HOMO and LUMO in eV: 7.2
Multiplicity: 1
Maximum force in hartree/bohr: 0.2057
ΔE to the lowest compared entry with this formula, charge and spin in kcal/mol: 0.0
HOMO energy in eV: -7.369
LUMO level in eV: -0.140

Last column: natural (NBO) charge in e.
CARTESIAN COORDINATES (ANGSTROEM)
Mg 2.403 0.016 0.063  1.869
C 0.473 -0.817 -0.447  0.889
O 1.526 -1.335 -1.077  -0.951
O 0.445 0.477 -0.728  -0.923
O 0.682 -0.958 0.885  -0.936
C 2.253 -1.837 3.653  -0.724
C 1.848 -3.245 3.611  0.313
N 1.546 -4.352 3.582  -0.362
H 1.263 -1.376 3.522  0.294
H 2.899 -1.573 2.825  0.236
H 2.619 -1.584 4.643  0.242
C 1.800 1.931 -3.252  -0.852
S 3.251 2.226 -2.282  1.281
O 3.227 1.112 -1.283  -1.109
C 4.514 1.816 -3.493  -0.815
H 1.646 2.601 -4.102  0.244
H 0.936 2.127 -2.614  0.283
H 1.748 0.895 -3.588  0.265
H 4.615 2.679 -4.151  0.241
H 4.151 0.919 -3.992  0.245
H 5.484 1.644 -3.035  0.251
C -3.867 -3.360 2.920  -0.839
S -2.523 -2.285 2.404  1.255
O -1.724 -1.986 3.622  -0.989
C -1.629 -3.536 1.482  -0.856
H -3.467 -4.249 3.403  0.232
H -4.493 -3.644 2.066  0.225
H -4.597 -2.825 3.528  0.238
H -1.407 -4.284 2.252  0.236
H -0.628 -3.217 1.201  0.283
H -2.182 -3.967 0.652  0.225
C 1.266 3.521 0.744  -0.847
S 1.777 2.399 2.042  1.285
O 2.717 1.381 1.432  -1.111
C 2.849 3.418 3.072  -0.821
H 0.784 2.807 0.064  0.287
H 2.108 3.989 0.231  0.226
H 0.551 4.271 1.071  0.272
H 3.365 4.094 2.376  0.227
H 3.675 2.842 3.473  0.265
H 2.203 4.067 3.655  0.249
C -1.692 1.240 1.807  -0.714
C -2.545 2.259 1.105  0.614
O -2.151 3.378 0.850  -0.591
C -3.917 1.796 0.649  -0.720
H -1.704 1.416 2.888  0.234
H -0.668 1.360 1.478  0.245
H -2.103 0.254 1.632  0.224
H -4.545 1.532 1.497  0.230
H -3.715 0.925 0.020  0.228
H -4.377 2.563 0.031  0.227
C -1.216 -1.007 -3.283  -0.731
C -1.447 -1.402 -4.710  0.596
O -1.025 -0.755 -5.644  -0.557
C -2.221 -2.677 -4.961  -0.723
H -2.121 -0.543 -2.877  0.235
H -0.432 -0.271 -3.115  0.254
H -0.967 -1.880 -2.679  0.231
H -3.304 -2.551 -4.901  0.234
H -1.941 -3.443 -4.238  0.222
H -2.013 -2.996 -5.981  0.235

4.
A 3-piece molecular cluster, CH7NO4 overall. Source: the OMol25 dataset; level of theory: ωB97M-V/def2-TZVPD.

Results
Gap between HOMO and LUMO in eV: 10.4
SMILES: NC(=O)O.O.O
Multiplicity: 1
Maximum force in hartree/bohr: 0.0224
ΔE to the lowest compared entry with this formula, charge and spin in kcal/mol: 11.7
HOMO energy in eV: -10.205
LUMO level in eV: 0.166

Last column: natural (NBO) charge in e.
CARTESIAN COORDINATES (ANGSTROEM)
N -1.643 -0.720 0.181  -0.869
C -0.870 -0.170 1.178  0.880
O -1.285 0.514 2.065  -0.609
O 0.455 -0.482 1.086  -0.696
H -2.563 -0.325 0.066  0.404
H -1.171 -1.039 -0.656  0.395
H 0.555 -1.294 0.569  0.491
O 1.407 -1.155 -1.609  -0.993
H 2.081 -1.483 -2.201  0.484
H 1.375 -0.194 -1.504  0.501
O 1.194 1.854 -1.684  -0.935
H 2.115 1.625 -1.863  0.467
H 0.904 2.256 -2.519  0.478